The following is a quantum chemistry calculation of a 13-piece molecular cluster, C3H33NO16 overall, from OMol25.

Results
⟨S²⟩: 0.76
Frontier orbital gap (spin up / spin down): 10.8 / 5.8 eV
Charge: +1
Multiplicity: 2

Each atom is followed by the atoms it is bonded to, with distances in Å.
Geometry (Å):
1 O 0.913 -1.944 -0.351  C2 1.317
2 C 0.004 -1.256 -1.011  O1 1.317, O3 1.407, C4 1.650, O20 1.397
3 O -1.082 -2.124 -1.230  C2 1.407, H8 0.966
4 C -0.536 -0.065 -0.005  C2 1.650, C5 1.547, N7 1.491, H9 1.124
5 C -1.165 1.169 -0.695  C4 1.547, O6 1.403, H10 1.084, H11 1.084
6 O -1.300 2.184 0.264  C5 1.403, H12 0.966
7 N 0.467 0.490 0.948  C4 1.491, H13 1.013, H14 1.016, H18 1.027
8 H -1.302 -2.232 -2.165  O3 0.966
9 H -1.424 -0.525 0.507  C4 1.124
10 H -2.146 0.875 -1.051  C5 1.084
11 H -0.413 1.447 -1.424  C5 1.084
12 H -2.089 2.014 0.796  O6 0.966
13 H 1.259 -0.135 0.859  N7 1.013
14 H 0.790 1.437 0.773  N7 1.016
15 H -1.737 -0.310 2.642  O17 0.962
16 H -3.050 0.138 1.887  O17 0.967
17 O -2.348 0.417 2.491  H15 0.962, H16 0.967
18 H 0.171 0.367 1.923  N7 1.027
19 H -0.041 -0.155 -2.682  O20 0.969
20 O 0.551 -0.741 -2.188  C2 1.397, H19 0.969
21 H -0.245 -4.035 1.987  O23 0.963
22 H -0.036 -3.110 0.759  O23 0.974
23 O -0.654 -3.326 1.481  H21 0.963, H22 0.974
24 H 1.280 -2.144 -3.012  O26 0.975
25 H 0.742 -3.445 -2.484  O26 0.962
26 O 1.290 -3.101 -3.196  H24 0.975, H25 0.962
27 H 3.397 -2.432 -1.561  O29 0.959
28 H 2.717 -1.342 -0.659  O29 0.957
29 O 3.532 -1.809 -0.844  H27 0.959, H28 0.957
30 H 1.820 4.292 -0.364  O32 0.960
31 H 0.699 3.673 0.479  O32 0.957
32 O 0.973 4.481 0.046  H30 0.960, H31 0.957
33 H -3.756 -2.107 0.574  O35 0.963
34 H -2.327 -1.828 0.151  O35 0.968
35 O -3.075 -1.428 0.618  H33 0.963, H34 0.968
36 H -3.048 -0.844 -2.219  O38 0.964
37 H -3.124 -0.680 -3.753  O38 0.962
38 O -2.614 -0.433 -2.975  H36 0.964, H37 0.962
39 H -0.658 4.519 -2.594  O41 0.966
40 H -0.042 3.274 -2.097  O41 0.966
41 O -0.676 3.568 -2.763  H39 0.966, H40 0.966
42 H -0.369 1.379 4.165  O44 0.964
43 H 0.718 0.478 4.837  O44 0.956
44 O 0.455 0.898 4.020  H42 0.964, H43 0.956
45 H 1.026 -2.324 2.969  O47 0.951
46 H 1.328 -1.695 1.725  O47 0.968
47 O 0.954 -1.457 2.585  H45 0.951, H46 0.968
48 H 2.818 1.587 -1.045  O50 0.971
49 H 1.887 0.692 -1.640  O50 0.975
50 O 1.853 1.507 -1.106  H48 0.971, H49 0.975
51 H 2.348 2.208 2.651  O53 0.962
52 H 3.026 1.790 1.281  O53 0.958
53 O 2.240 2.150 1.696  H51 0.962, H52 0.958

natural (NBO) atomic charge list, values in e, 2 entries:
1. O -0.363
2. C 0.698